Here is a molecular structure, C25H27F5IN5OSSe2Ti at a distorted geometry from OMol25. Energies are from ωB97M-V with the def2-TZVPD basis set.

CARTESIAN COORDINATES (ANGSTROEM)
Ti  9.1953  10.0262  12.3992
C  12.0203  9.7089  8.5195
N  11.8565  11.0603  8.9954
C  12.8431  12.0774  8.6072
C  11.0888  11.1899  10.0833
N  10.3837  10.2346  10.6305
N  11.1288  12.4026  10.7229
C  10.1674  12.8665  11.6101
N  10.1362  14.2105  11.7108
N  9.3461  12.1027  12.2005
H  12.8231  9.7172  7.7554
H  11.1609  9.2284  8.0461
H  12.4848  9.0677  9.2291
H  12.4443  12.9693  8.0905
H  13.5446  11.5845  7.9243
H  13.4607  12.3411  9.4790
H  10.1971  9.4735  9.8878
H  11.7352  13.1388  10.3833
H  10.8463  14.6552  11.1208
H  9.7498  14.7671  12.4667
H  8.6883  12.6413  12.7620
C  9.2356  9.1684  16.3055
Se  8.7642  10.8261  15.3737
C  6.8248  11.0336  15.6656
C  6.2820  12.4463  15.6324
Se  6.5750  13.2962  13.9014
C  5.6501  14.9517  14.1549
H  10.3054  9.3277  16.5288
H  9.1523  8.2975  15.6866
H  8.6107  9.1172  17.1935
H  6.5870  10.5717  16.7288
H  6.2730  10.4562  14.8837
H  6.7288  13.0735  16.3763
H  5.2474  12.2995  15.7541
H  4.6109  14.8262  13.9660
H  6.0703  15.7290  13.5359
H  5.8166  15.2582  15.2159
I  7.0111  10.5818  9.4793
C  8.1859  9.2027  8.4591
C  8.6287  9.5373  7.1673
C  9.0654  8.5381  6.3052
C  9.0620  7.1738  6.7063
C  8.7124  6.8477  8.0357
C  8.7780  5.4778  8.5510
C  8.6291  5.1907  9.8794
C  8.3283  6.2152  10.7606
C  8.2548  7.5341  10.3757
C  8.4480  7.8827  8.9545
H  8.4974  10.5485  6.7459
H  9.3277  8.7854  5.2929
H  9.2056  6.4116  5.9733
H  8.8849  4.7239  7.8218
H  8.7841  4.2136  10.2083
H  8.3148  6.0860  11.8587
S  7.4495  8.4440  13.0344
C  8.1386  8.4793  11.5040
F  14.9994  7.5246  10.5896
C  13.9907  7.8946  11.4034
C  14.0633  9.0892  12.0965
F  15.1616  9.8755  11.9425
C  12.9370  9.5332  12.7948
F  12.9084  10.7574  13.3816
C  11.7277  8.7908  12.8610
O  10.6824  9.2814  13.5467
C  11.7160  7.5387  12.2021
F  10.6954  6.6745  12.2963
C  12.7818  7.2033  11.4105
F  12.7140  6.1425  10.5824

Properties
Gap between HOMO and LUMO (spin up / spin down): 6.72 / 6.91 eV
Charge: +1
Energy relative to the best compared isomer or geometry (same formula, charge and spin): 0.486 eV
Multiplicity: 2
Energy: -222187.0141 eV
⟨S²⟩: 0.76
F_max: 0.0559 Eh/bohr

Here is a molecular structure, C25H27FHfN8O11S4 from OMol25. Energies are from ωB97M-V with the def2-TZVPD basis set.

CARTESIAN COORDINATES (ANGSTROEM)
Hf  -0.0420  -0.7927  -0.1205
N  -0.7797  -0.0511  4.5521
C  -0.6178  -0.7927  3.4355
S  0.9233  -1.3805  3.0182
N  -1.7532  -1.0731  2.7898
N  -1.6198  -1.4863  1.5243
C  -2.5241  -2.2895  1.0784
C  -2.6409  -2.5260  -0.3494
C  -3.5799  -3.4128  -0.8643
C  -3.7140  -3.5258  -2.2364
C  -2.9105  -2.7571  -3.0657
C  -1.9696  -1.9223  -2.4910
N  -1.8407  -1.8102  -1.1638
H  0.0482  0.3558  4.9533
H  -1.6513  0.4420  4.6554
H  -3.2361  -2.7452  1.7594
H  -4.1998  -3.9843  -0.1869
H  -4.4438  -4.2057  -2.6568
H  -2.9902  -2.8088  -4.1414
H  -1.2937  -1.3248  -3.0912
O  0.2090  2.6593  -2.9730
S  0.4630  1.2536  -2.8355
O  -0.0993  0.3702  -3.8171
O  0.0817  0.8316  -1.4304
C  2.2408  1.0669  -2.8292
C  2.9654  2.2440  -2.9824
C  4.3512  2.2296  -2.9648
C  5.0246  1.0332  -2.7841
C  4.3100  -0.1424  -2.6257
C  2.9209  -0.1388  -2.6515
S  2.1971  -1.7667  -2.5056
O  3.0351  -2.4723  -1.5598
O  2.1120  -2.3096  -3.8265
O  0.8268  -1.5742  -1.9181
H  2.4194  3.1660  -3.1230
H  4.8985  3.1541  -3.0943
H  6.1062  1.0092  -2.7647
H  4.8232  -1.0809  -2.4692
C  2.7942  -3.7329  0.9961
S  1.2834  -4.0504  0.1003
C  0.5466  -5.1975  1.2562
O  0.4228  -2.8178  0.3518
H  2.5435  -3.4794  2.0243
H  3.2844  -2.9087  0.4851
H  3.4050  -4.6335  0.9327
H  1.1643  -6.0941  1.2993
H  -0.4430  -5.4481  0.8789
H  0.4763  -4.7089  2.2272
C  -4.5720  -0.0476  0.2043
C  -3.5797  1.0553  0.0737
N  -2.2612  0.9937  0.0354
C  -1.8372  2.3075  -0.0772
C  -2.8942  3.1509  -0.1072
N  -3.9998  2.3389  -0.0136
H  -4.3318  -0.6804  1.0547
H  -4.6064  -0.6629  -0.6961
H  -5.5666  0.3665  0.3692
H  -0.8004  2.5569  -0.1590
H  -2.9567  4.2212  -0.1900
H  -4.9587  2.6362  0.0087
F  0.2465  5.6310  -0.1169
C  0.5168  4.8594  0.9364
C  1.4276  3.8891  0.8743
N  1.7257  3.0877  1.9621
C  2.4521  1.8537  1.7254
C  1.5485  0.8369  1.0753
O  2.0220  -0.1079  0.3829
O  0.2993  0.9423  1.2166
C  1.0287  3.2023  3.1527
O  1.1944  2.4636  4.0986
N  0.1171  4.2400  3.1807
C  -0.2627  5.0926  2.1478
O  -1.1399  5.9114  2.2831
H  1.9655  3.6811  -0.0424
H  2.7725  1.4430  2.6829
H  3.3231  2.0350  1.0975
H  -0.3997  4.3319  4.0437

Properties
Gap between HOMO and LUMO: 6.91 eV
Energy relative to the best compared isomer or geometry (same formula, charge and spin): 0.204 eV
Energy: -108179.1258 eV
F_max: 0.0149 Eh/bohr

Here is a molecular structure, C25H27LuN11O6PS4 at a distorted geometry from OMol25. Energies are from ωB97M-V with the def2-TZVPD basis set.

CARTESIAN COORDINATES (ANGSTROEM)
Lu  -0.5610  -0.0239  -0.1605
C  2.3139  -1.8690  -1.0910
O  1.6316  -0.6447  -1.3333
C  1.9819  -0.0296  -2.5738
C  0.7649  0.4082  -3.3176
O  0.1135  1.3979  -2.5416
C  -0.9773  1.9839  -3.2415
H  2.0156  -2.6064  -1.8318
H  2.0243  -2.2136  -0.1074
H  3.3887  -1.6926  -1.1202
H  2.5237  -0.7420  -3.1978
H  2.6204  0.8194  -2.3525
H  0.1137  -0.4398  -3.4703
H  1.0610  0.8221  -4.2834
H  -0.6495  2.3199  -4.2274
H  -1.3270  2.8378  -2.6721
H  -1.7921  1.2677  -3.3472
N  -0.2433  3.8609  -0.0312
C  0.9480  3.1570  -0.0726
N  2.0903  3.7758  -0.3022
N  3.0209  2.7969  -0.2109
N  2.4444  1.6738  0.0415
N  1.0961  1.8550  0.1438
C  -1.4657  3.2543  -0.2500
N  -2.5243  3.9098  -0.6487
N  -3.4976  2.9427  -0.7426
N  -3.0069  1.8038  -0.4018
N  -1.6906  1.9664  -0.0754
H  -0.1775  4.8063  -0.3542
N  3.3195  0.0848  2.0272
C  2.4401  -0.7472  2.6408
N  1.4195  -1.3438  2.0874
C  0.8885  -2.2931  2.9984
C  -0.0980  -3.2307  2.7040
C  -0.5028  -4.1255  3.6799
C  0.0453  -4.0987  4.9644
C  1.0478  -3.1868  5.2708
C  1.4661  -2.3130  4.2702
S  2.7582  -1.1539  4.3337
H  2.9983  0.5767  1.1901
H  3.8688  0.6659  2.6372
H  -0.5379  -3.2388  1.7216
H  -1.2729  -4.8502  3.4366
H  -0.3088  -4.7900  5.7226
H  1.5041  -3.1601  6.2604
S  -5.1492  -0.1497  1.7929
P  -3.5971  -0.8238  2.7778
S  -1.7315  -0.1237  2.4202
C  -3.6221  -2.6480  2.6252
C  -3.4545  -3.1829  1.3466
C  -3.5742  -4.5490  1.1297
C  -3.8935  -5.4002  2.1863
C  -4.0621  -4.8761  3.4640
C  -3.9143  -3.5050  3.6864
C  -3.8140  -0.5739  4.6061
C  -5.1055  -0.5391  5.1398
C  -5.3060  -0.3398  6.5048
C  -4.2171  -0.1634  7.3546
C  -2.9299  -0.1945  6.8337
C  -2.7288  -0.4005  5.4674
H  -3.2221  -2.5453  0.5062
H  -3.4198  -4.9351  0.1257
H  -4.0070  -6.4660  2.0146
H  -4.3024  -5.5321  4.2942
H  -4.0162  -3.1140  4.6919
H  -5.9464  -0.6541  4.4631
H  -6.3148  -0.3128  6.9035
H  -4.3728  0.0005  8.4169
H  -2.0759  -0.0539  7.4883
H  -1.7226  -0.4237  5.0560
O  -0.2700  -2.5255  -2.6365
S  -1.2459  -2.1738  -1.6262
O  -1.6700  -0.7111  -1.8035
O  -0.5803  -2.1048  -0.2506
O  -2.3820  -3.0564  -1.5834

Properties
Gap between HOMO and LUMO: 6.64 eV
Charge: -2
Energy relative to the best compared isomer or geometry (same formula, charge and spin): 0.000 eV
Energy: -141298.3717 eV
F_max: 0.0655 Eh/bohr

Here is a single C25H27N3O4 molecule at a distorted geometry from OMol25. Energies are from ωB97M-V with the def2-TZVPD basis set.

CARTESIAN COORDINATES (ANGSTROEM)
C  7.1549  0.5583  2.3748
C  5.8318  1.1759  2.7111
C  5.4525  2.3762  2.1232
C  4.2345  2.9511  2.4241
C  3.3743  2.3387  3.3186
C  3.7457  1.1433  3.9177
C  4.9776  0.5488  3.6164
C  5.3671  -0.7476  4.2623
H  6.3142  -0.6409  4.7895
H  4.6067  -1.0611  4.9703
H  5.4914  -1.5270  3.5106
O  2.9464  0.4606  4.8109
C  1.7746  1.0863  5.2724
C  0.6437  1.1679  4.2336
O  -0.2497  1.9812  4.3423
N  0.7725  0.2363  3.2656
C  -0.0339  0.0036  2.1439
C  0.3702  -0.9682  1.2337
C  -0.3821  -1.2434  0.1122
C  -1.5789  -0.5599  -0.1388
C  -1.9740  0.4133  0.7866
C  -1.2156  0.6948  1.9041
H  -1.5416  1.4472  2.6023
H  -2.8970  0.9529  0.6495
N  -2.3165  -0.8321  -1.2675
C  -2.2172  -2.1068  -1.9455
H  -1.4531  -2.0726  -2.7365
C  -3.5609  -2.4729  -2.5649
N  -3.9365  -1.4792  -3.5499
C  -4.4464  -1.9086  -4.7305
O  -4.6940  -3.0909  -4.9228
C  -4.7122  -0.9355  -5.8018
C  -5.3731  -1.1996  -6.9768
C  -5.3571  -0.0033  -7.7220
C  -4.6846  0.9014  -6.9568
O  -4.2921  0.3536  -5.7989
H  -4.4292  1.9301  -7.1205
H  -5.7823  0.1616  -8.6903
H  -5.8072  -2.1391  -7.2482
C  -3.6064  -0.1125  -3.2077
H  -4.4187  0.5535  -3.5083
C  -3.3920  0.0252  -1.7012
H  -3.1231  1.0640  -1.4937
H  -4.3339  -0.1967  -1.1757
H  -2.6944  0.2024  -3.7311
H  -4.3271  -2.5437  -1.7841
H  -3.5062  -3.4366  -3.0763
H  -1.9363  -2.8838  -1.2288
H  -0.0236  -1.9847  -0.5839
H  1.2918  -1.5085  1.4018
H  1.5929  -0.3551  3.3317
H  1.4218  0.4630  6.1014
H  1.9712  2.0922  5.6610
H  2.4209  2.7956  3.5312
H  3.9423  3.8811  1.9607
H  6.1177  2.8601  1.4232
H  7.6867  1.1644  1.6462
H  7.0199  -0.4412  1.9630
H  7.7738  0.4670  3.2668

Properties
Gap between HOMO and LUMO: 7.99 eV
Energy relative to the best compared isomer or geometry (same formula, charge and spin): 1.854 eV
Energy: -39023.6359 eV
F_max: 0.0265 Eh/bohr

Here is a single C25H27N3O6 molecule at a distorted geometry from OMol25. Energies are from ωB97M-V with the def2-TZVPD basis set.

CARTESIAN COORDINATES (ANGSTROEM)
C  -5.1620  -0.7122  1.3293
C  -4.3401  -1.9784  1.1020
H  -4.9720  -2.7582  0.6683
H  -3.9339  -2.3550  2.0500
O  -3.3150  -1.7965  0.1493
C  -2.2271  -1.0436  0.4657
C  -1.8783  -0.6176  1.7348
C  -0.7425  0.1547  1.9366
C  0.0699  0.4988  0.8724
C  -0.2560  0.0552  -0.4065
C  -1.3951  -0.7014  -0.6300
O  -1.8121  -1.1386  -1.8328
C  -1.0335  -0.8376  -2.9846
C  -1.7338  -1.4659  -4.1787
H  -1.7998  -2.5415  -4.0425
H  -1.1723  -1.2548  -5.0838
H  -2.7398  -1.0666  -4.2789
H  -0.0226  -1.2514  -2.8692
H  -0.9671  0.2520  -3.1114
H  0.3810  0.3198  -1.2335
C  1.2623  1.4023  1.0910
N  2.4994  0.6938  1.3894
C  3.5186  1.1046  0.6127
O  4.6975  0.8035  0.6952
C  2.9425  2.0359  -0.3916
C  1.6296  2.2291  -0.1183
C  0.6912  3.0112  -0.9260
O  0.9804  3.4389  -2.0289
C  -0.6590  3.2240  -0.3848
C  -1.7961  3.5630  -1.0804
C  -2.8377  3.6206  -0.1344
C  -2.2627  3.3275  1.0672
O  -0.9554  3.0881  0.9286
H  -2.6691  3.2686  2.0581
H  -3.8672  3.8503  -0.3175
H  -1.8559  3.7358  -2.1349
O  3.7255  2.5493  -1.3264
H  4.6226  2.1939  -1.1887
C  2.6817  -0.1474  2.5435
H  2.0919  0.2603  3.3701
C  2.2850  -1.6110  2.3191
H  1.2558  -1.6578  1.9605
C  3.2047  -2.3549  1.3430
N  2.9267  -2.0533  -0.0359
C  1.7712  -2.2841  -0.7007
N  1.8389  -1.9067  -1.9481
C  3.0926  -1.4100  -2.1152
C  3.7851  -1.5010  -0.9437
H  4.7851  -1.2237  -0.6829
H  3.4106  -1.0262  -3.0635
H  0.9090  -2.7311  -0.2470
H  3.0828  -3.4340  1.4961
H  4.2468  -2.0919  1.5404
H  2.3341  -2.1165  3.2851
H  3.7435  -0.0949  2.8064
H  1.0353  2.0597  1.9439
H  -0.5111  0.4988  2.9339
H  -2.4896  -0.8683  2.5872
H  -5.5854  -0.3776  0.3859
H  -4.5405  0.0866  1.7274
H  -5.9687  -0.9167  2.0279

Properties
Gap between HOMO and LUMO: 7.78 eV
Energy relative to the best compared isomer or geometry (same formula, charge and spin): 3.066 eV
Energy: -43117.8546 eV
F_max: 0.0295 Eh/bohr

Here is 2 unconnected molecules or ions with the total composition C25H27N5 at a distorted geometry from OMol25. Energies are from ωB97M-V with the def2-TZVPD basis set.

CARTESIAN COORDINATES (ANGSTROEM)
C  5.0599  -1.9789  4.7305
N  3.9660  -1.0511  5.0263
C  3.5121  -1.1049  6.4126
C  3.3654  -0.2236  4.0644
C  2.4980  0.8164  4.4421
C  1.8943  1.6166  3.5110
C  2.1208  1.4368  2.1368
C  1.4365  2.2353  1.1346
C  0.2557  2.9376  1.4810
C  -0.4281  3.7832  0.6621
C  -1.6063  4.5271  1.0159
C  -2.1806  5.3713  0.0580
C  -3.3068  6.1092  0.3384
C  -3.8951  6.0294  1.5859
C  -3.3641  5.1864  2.5437
C  -2.2363  4.4448  2.2675
C  1.9946  2.3133  -0.2239
C  1.2233  2.0396  -1.3715
C  1.7733  2.1118  -2.6256
C  3.1144  2.4872  -2.8078
N  3.6898  2.5930  -4.0917
C  4.7384  3.5704  -4.3668
C  3.3912  1.6441  -5.1631
C  3.8865  2.7404  -1.6646
C  3.3507  2.6422  -0.4108
C  3.0261  0.4260  1.7602
C  3.6224  -0.3825  2.6913
H  5.5672  -1.7166  3.8047
H  5.7981  -1.9435  5.5323
H  4.6734  -2.9951  4.6489
H  2.5120  -0.6933  6.5130
H  3.4760  -2.1405  6.7466
H  4.1945  -0.5446  7.0492
H  2.3385  1.0234  5.4850
H  1.2698  2.4275  3.8424
H  -0.1152  2.8086  2.4770
H  -0.0578  3.9294  -0.3358
H  -1.7387  5.4163  -0.9209
H  -3.7559  6.7181  -0.4295
H  -4.7819  6.6042  1.8009
H  -3.8569  5.0841  3.4977
H  -1.8599  3.7766  3.0188
H  0.2010  1.7229  -1.2438
H  1.1733  1.9069  -3.4954
H  4.7217  4.3505  -3.6077
H  5.7167  3.0927  -4.3642
H  4.5649  4.0382  -5.3344
H  2.8802  0.7702  -4.7643
H  2.7618  2.1073  -5.9196
H  4.3177  1.3101  -5.6268
H  4.9242  2.9947  -1.7878
H  3.9675  2.8130  0.4565
H  3.2242  0.2688  0.7130
H  4.2681  -1.1753  2.3532
N  -2.2546  1.4897  -0.4200
N  -2.0563  0.3884  -0.7786
N  -1.8566  -0.7119  -1.1394

Properties
Gap between HOMO and LUMO: 3.65 eV
Energy relative to the best compared isomer or geometry (same formula, charge and spin): 4.966 eV
Energy: -33808.9505 eV
F_max: 0.0326 Eh/bohr